Molecular formula: C25H26AsGeMoN3O7S5
Method: DFT, ωB97M-V/def2-TZVPD

Each line ends with the Löwdin charge.
Element x y z (Å)
Mo -2.317527 0.654082 -0.540411  1.26
O -3.171926 -2.890242 0.338809  -0.23
S -3.656085 -1.558575 0.403155  0.40
O -4.992611 -1.334632 0.867897  -0.26
O -2.671976 -0.610562 1.148807  -0.55
O -3.472287 -0.838291 -0.992578  -0.44
S -3.206130 4.683752 0.825659  0.08
As -1.562174 3.727423 0.094823  -0.30
S -1.240392 1.760317 1.145975  0.27
S -2.302759 2.303766 -1.903167  0.33
S 0.120627 4.439819 -0.815517  0.06
O -1.049693 -2.178837 -2.478036  0.16
C -0.502010 -1.146765 -2.268491  -0.52
O -0.907760 -0.305409 -1.248803  -0.34
C 0.665894 -0.583977 -3.041685  -0.14
C 1.621632 0.303347 -2.234249  -0.24
Ge 2.608714 -0.600838 -0.788664  1.01
C 3.684900 0.740633 0.118659  -0.28
C 3.234135 2.050153 0.272844  -0.11
C 3.977636 2.977001 0.992072  -0.08
C 5.187577 2.604094 1.559329  -0.09
C 5.650806 1.304098 1.410436  -0.09
C 4.902048 0.378284 0.696004  -0.10
C 3.761940 -1.966718 -1.562733  -0.28
C 4.478781 -1.696430 -2.729838  -0.11
C 5.335433 -2.642348 -3.273872  -0.09
C 5.487761 -3.875687 -2.654627  -0.09
C 4.784635 -4.158225 -1.493428  -0.08
C 3.926845 -3.208749 -0.951192  -0.11
C 1.418066 -1.412498 0.519195  -0.27
C 1.172521 -0.763300 1.729369  -0.13
C 0.262652 -1.285714 2.640729  -0.10
C -0.412178 -2.461161 2.350299  -0.09
C -0.168597 -3.125583 1.156958  -0.08
C 0.749131 -2.609176 0.253577  -0.12
H 0.209113 -0.007229 -3.854105  0.13
H 1.183280 -1.426298 -3.500545  0.12
H 1.072167 1.136103 -1.791328  0.05
H 2.362164 0.744194 -2.904186  0.08
H 2.286839 2.355013 -0.153303  0.05
H 3.606686 3.988705 1.110391  0.10
H 5.770587 3.326674 2.117180  0.10
H 6.595210 1.010453 1.852033  0.10
H 5.273495 -0.634990 0.581951  0.10
H 4.374341 -0.733729 -3.219813  0.10
H 5.886186 -2.419071 -4.179324  0.10
H 6.155786 -4.615199 -3.077952  0.10
H 4.903544 -5.119511 -1.008586  0.10
H 3.380463 -3.437787 -0.042483  0.09
H 1.692533 0.160741 1.958708  0.09
H 0.078684 -0.768392 3.574901  0.10
H -1.134500 -2.862242 3.050500  0.11
H -0.709875 -4.032516 0.920950  0.11
H 0.925841 -3.140236 -0.675712  0.11
C -6.750271 2.404473 2.609583  -0.01
N -5.949120 2.187318 1.425559  -0.08
C -6.374577 2.465404 0.074806  -0.02
C -5.200351 1.945259 -0.731506  -0.49
O -5.131115 1.954991 -1.931847  0.03
N -4.226580 1.477281 0.164069  -0.06
C -4.755012 1.600743 1.404763  -0.45
N -4.139061 1.204094 2.509903  0.22
H -7.536784 3.113483 2.365213  0.10
H -6.147421 2.842772 3.405955  0.10
H -7.211756 1.478152 2.960732  0.10
H -6.507313 3.532748 -0.110801  0.14
H -7.285914 1.927931 -0.190753  0.15
H -3.428064 0.491707 2.373999  0.05
H -4.666864 1.175927 3.363768  0.12

Cartesian forces (eV/Å) of the 6 atoms listed first:
Mo 0.12 0.19 -0.29
O -0.01 0.04 -0.03
S -0.07 -0.08 0.34
O 0.04 0.01 -0.03
O -0.11 -0.31 -0.33
O -0.10 -0.06 -0.14

As for the relative energy (zero: lowest compared OMol25 entry of this formula, charge and spin): 0.188 eV. The HOMO energy comes out at -9.03 eV. The total energy is -218539.8092 eV. As for the HOMO-LUMO gap: 6.283 eV. The LUMO energy comes out at -2.747 eV.